# 1
{
  "formula": "C33H35BrF6IrN6O7S3",
  "method": "ωB97M-V with the def2-TZVPD basis set",
  "s2": 0.760,
  "orbital_gap_ev": [8.10, 6.37],
  "multiplicity": 2,
  "total_energy_ev": -179754.4587,
  "charge": 0,
  "de_lowest_ev": 1.518,
  "homo_ev": [-8.64, -8.78],
  "symbols": ["Ir", "C", "N", "C", "C", "C", "C", "C", "C", "C", "C", "H", "H", "H", "H", "H", "H", "H", "H", "H", "H", "H", "H", "F", "C", "F", "F", "S", "O", "O", "N", "S", "O", "O", "C", "F", "F", "F", "Br", "C", "C", "C", "C", "C", "C", "C", "O", "O", "H", "H", "H", "H", "C", "C", "C", "C", "N", "C", "S", "N", "H", "H", "H", "H", "H", "C", "C", "N", "C", "C", "C", "O", "C", "C", "C", "C", "N", "C", "H", "H", "H", "H", "H", "H", "H", "H", "H", "H", "H", "H", "H", "H"],
  "coordinates": [[0.73939, -0.43251, 0.50984], [-1.55429, 1.41894, 1.33059], [-0.56353, 0.52710, 1.99071], [0.17631, 1.37452, 2.94544], [-1.26979, -0.57534, 2.72569], [-0.44181, -1.83319, 2.73006], [-0.61428, -2.77317, 3.74184], [0.16461, -3.91937, 3.77497], [1.13389, -4.10830, 2.79836], [1.30085, -3.16956, 1.78977], [0.50314, -2.02871, 1.71094], [-2.19318, 1.86258, 2.09925], [-2.15908, 0.85245, 0.63408], [-1.02198, 2.19155, 0.78539], [-0.53142, 1.94378, 3.55369], [0.81381, 2.06302, 2.39287], [0.77632, 0.76124, 3.60934], [-2.22041, -0.74805, 2.22492], [-1.48023, -0.23906, 3.74566], [-1.35530, -2.60213, 4.51496], [0.02808, -4.64867, 4.56246], [1.76645, -4.98712, 2.82649], [2.06708, -3.33890, 1.04372], [-2.93643, 0.93327, -4.52129], [-1.95564, 0.04409, -4.39597], [-0.86570, 0.51407, -4.99977], [-2.32112, -1.09015, -4.99064], [-1.54606, -0.23774, -2.62293], [-0.44615, -1.16768, -2.62416], [-1.34768, 1.07401, -2.07746], [-2.91885, -0.89350, -2.13403], [-2.84293, -1.56298, -0.71708], [-1.61234, -1.23347, 0.00811], [-4.05884, -1.44086, 0.01993], [-2.71454, -3.37684, -1.04297], [-3.92695, -3.89244, -1.22955], [-1.98241, -3.62842, -2.12472], [-2.15774, -3.97188, 0.01333], [1.47043, 5.42796, -5.42881], [1.09981, 4.93378, -3.63597], [0.69600, 5.90646, -2.73546], [0.42993, 5.53791, -1.42442], [0.57353, 4.21820, -1.02520], [0.98266, 3.25406, -1.93876], [1.24086, 3.61197, -3.25645], [1.17467, 1.81678, -1.53039], [1.61319, 1.00929, -2.34242], [0.90312, 1.55283, -0.30409], [0.58824, 6.93296, -3.05667], [0.10764, 6.28867, -0.71487], [0.37771, 3.92603, -0.00322], [1.53108, 2.84961, -3.96601], [0.01379, -5.98421, -0.73875], [0.81036, -4.99241, -1.52536], [1.46978, -5.35322, -2.69803], [2.23271, -4.39158, -3.33043], [2.37439, -3.16784, -2.83305], [1.67816, -2.92320, -1.72936], [2.04969, -1.30347, -1.11788], [0.88751, -3.74324, -1.06328], [0.32123, -7.00107, -0.97623], [-1.04629, -5.88350, -0.96871], [0.13776, -5.79561, 0.32579], [1.39557, -6.35706, -3.09146], [2.76935, -4.60574, -4.24714], [7.92557, 1.99385, -1.61177], [7.06220, 3.05032, -0.93581], [5.77320, 2.53904, -0.45280], [4.60885, 2.87809, -1.26634], [4.54640, 2.06776, -2.55322], [5.83445, 1.76659, 0.65004], [6.89912, 1.59095, 1.23170], [4.62294, 1.09231, 1.28896], [4.83371, 0.74143, 2.62150], [3.88859, 0.00913, 3.30439], [2.72539, -0.35082, 2.65942], [2.48353, 0.01888, 1.39347], [3.42817, 0.69702, 0.70619], [8.86322, 2.44427, -1.93909], [7.42843, 1.57093, -2.48392], [8.15893, 1.19252, -0.91415], [6.83438, 3.85941, -1.63013], [7.59861, 3.47260, -0.08597], [4.68862, 3.94167, -1.50273], [3.70127, 2.78798, -0.67107], [5.37324, 2.33298, -3.21259], [3.60958, 2.24289, -3.07583], [4.60955, 0.99798, -2.34237], [5.77050, 1.02713, 3.07818], [4.04393, -0.29997, 4.32784], [1.96956, -0.95252, 3.13606], [3.19175, 0.87527, -0.32974]]
}



# 2
{
  "formula": "CH3ClOS2",
  "method": "ωB97M-V with the def2-TZVPD basis set",
  "s2": 2.010,
  "orbital_gap_ev": [7.87, 5.83],
  "multiplicity": 3,
  "total_energy_ev": -37322.3751,
  "charge": 0,
  "de_lowest_ev": 1.064,
  "homo_ev": [-7.73, -9.84],
  "symbols": ["C", "O", "S", "S", "Cl", "H", "H", "H"],
  "coordinates": [[1.22016, -0.13057, -0.15227], [-1.10997, 1.40187, 0.72652], [-0.21894, -0.64004, -1.15201], [-1.75562, 0.55883, -0.24687], [-2.95092, -1.14466, 1.02574], [1.79030, -0.96188, 0.11645], [1.07630, 0.61532, 0.61102], [1.94870, 0.30113, -0.92859]]
}



# 3
{
  "formula": "C24H24N6OS3",
  "method": "ωB97M-V with the def2-TZVPD basis set",
  "smiles": "Cc1ccc(CSc2nnc(SCC(=O)N/N=C/c3c(C)nn(-c4ccccc4)c3C)s2)cc1",
  "orbital_gap_ev": 8.17,
  "multiplicity": 1,
  "total_energy_ev": -68770.6168,
  "charge": 0,
  "de_lowest_ev": 0.000,
  "homo_ev": -7.92,
  "symbols": ["C", "C", "C", "C", "C", "C", "S", "C", "N", "N", "C", "S", "C", "C", "O", "N", "N", "C", "C", "C", "C", "N", "N", "C", "C", "C", "C", "C", "C", "C", "C", "S", "C", "C", "H", "H", "H", "H", "H", "H", "H", "H", "H", "H", "H", "H", "H", "H", "H", "H", "H", "H", "H", "H", "H", "H", "H", "H"],
  "coordinates": [[-0.88668, -4.65184, -1.12418], [-0.60816, -4.08214, 0.23298], [0.40658, -4.61451, 1.02139], [0.63764, -4.13643, 2.29574], [-0.14154, -3.10828, 2.81550], [0.07352, -2.63536, 4.21398], [1.57758, -1.58784, 4.40463], [0.94162, -0.05510, 3.95001], [-0.22341, 0.14902, 3.44052], [-0.49102, 1.42699, 3.20550], [0.46270, 2.23751, 3.53825], [0.40646, 3.95484, 3.38077], [-1.28268, 4.18892, 2.72020], [-1.30941, 4.09140, 1.19314], [-1.43340, 5.06083, 0.48706], [-1.16497, 2.81334, 0.76089], [-1.04687, 2.52560, -0.55177], [-0.70543, 1.34658, -0.88622], [-0.55070, 0.98848, -2.26120], [-0.89203, 1.77063, -3.40387], [-1.48294, 3.12647, -3.41595], [-0.61457, 1.10676, -4.50003], [-0.07665, -0.07165, -4.12736], [0.31078, -0.97433, -5.12629], [1.43934, -1.77696, -4.99762], [1.77789, -2.65034, -6.01614], [1.01191, -2.71889, -7.16708], [-0.09417, -1.89573, -7.30706], [-0.44683, -1.02653, -6.29356], [-0.02868, -0.19384, -2.77695], [0.45025, -1.40065, -2.05736], [1.87477, 1.42664, 4.20215], [-1.13303, -2.54915, 2.02054], [-1.36437, -3.03618, 0.74616], [0.03794, -4.79836, -1.67962], [-1.54691, -4.00380, -1.69500], [-1.36870, -5.62449, -1.02318], [1.01263, -5.42065, 0.63378], [1.42435, -4.56555, 2.89992], [-0.75997, -2.03484, 4.57186], [0.25973, -3.47011, 4.88993], [-1.56516, 5.19862, 3.01437], [-1.92466, 3.44901, 3.19468], [-1.05594, 2.06325, 1.45663], [-0.50788, 0.56840, -0.13366], [-1.62565, 3.45709, -4.44066], [-0.83286, 3.81791, -2.88476], [-2.43571, 3.12061, -2.89023], [2.06789, -1.70146, -4.12529], [2.65436, -3.27281, -5.91192], [1.28351, -3.40221, -7.95740], [-0.68572, -1.93354, -8.20943], [-1.29820, -0.37116, -6.38606], [1.51669, -1.33084, -1.83751], [-0.07377, -1.49815, -1.10875], [0.27584, -2.29648, -2.64930], [-1.72691, -1.73438, 2.40604], [-2.15358, -2.60374, 0.14687]]
}



Which value of charge does entry 1 give?
0



Which formula does entry 3 have?
C24H24N6OS3